P:
Density functional theory data (ωB97M-V/def2-TZVPD) for C4H8N2 in the gas phase.

Output
HOMO energy: -8.103 eV
charge: 0

Each line ends with the Löwdin charge.
Positions of all 14 atoms, in Å:
N -1.119 0.856 -0.250  -0.104
N 1.275 0.006 1.557  0.043
C 2.375 -0.274 0.568  -0.112
C 0.109 0.345 -0.682  -0.146
C -2.215 0.035 -0.742  -0.132
C 1.005 -0.115 0.167  -0.307
H -3.138 0.328 -0.237  0.078
H 2.840 -1.256 0.566  0.099
H -2.305 0.201 -1.828  0.081
H 3.025 0.581 0.394  0.101
H -1.123 0.917 0.764  0.110
H 0.213 0.254 -1.761  0.119
H -1.996 -1.029 -0.583  0.077
H 1.054 -0.850 2.066  0.094



Q:
Density functional theory data (ωB97M-V/def2-TZVPD) for C4H8N2 in the gas phase.

Output
HOMO energy: -8.030 eV
charge: 0

Each line ends with the Löwdin charge.
Positions of all 14 atoms, in Å:
N -1.329 -0.046 -0.532  -0.106
N 1.043 -1.307 1.124  0.037
C 0.573 0.015 0.917  -0.295
C 1.593 -0.173 1.921  -0.114
C -1.321 0.379 -1.923  -0.134
C -0.420 0.636 0.297  -0.135
H -0.303 0.505 -2.327  0.077
H -1.849 -0.359 -2.533  0.076
H 1.302 -0.182 2.970  0.099
H 1.707 -1.590 0.402  0.097
H -1.844 1.334 -2.023  0.075
H -0.590 1.704 0.425  0.116
H 2.622 0.129 1.729  0.101
H -1.184 -1.045 -0.445  0.106



R:
Density functional theory data (ωB97M-V/def2-TZVPD) for C4H8N2 in the gas phase.

Output
HOMO energy: -9.218 eV
charge: 0

Each line ends with the Löwdin charge.
Positions of all 14 atoms, in Å:
N -0.512 0.449 -0.473  -0.070
N -2.513 -0.799 0.071  0.078
C 1.546 -0.931 -0.244  -0.061
C 0.403 1.389 0.107  -0.088
C -1.893 0.300 -0.235  -0.270
C 0.496 -0.080 0.413  -0.337
H 0.028 2.132 0.812  0.113
H 2.376 -1.137 0.463  0.079
H 1.152 -1.953 -0.485  0.087
H -2.521 1.190 -0.444  0.115
H 0.103 -0.388 1.383  0.141
H 1.226 1.712 -0.529  0.104
H -1.801 -1.479 0.316  0.021
H 1.911 -0.406 -1.156  0.088



We find R to be the most stable, with the next structure 17.5 kcal/mol higher.



P:
Density functional theory data (ωB97M-V/def2-TZVPD) for a 2-piece molecular cluster, C4H8N2 overall.

Output
HOMO energy: -8.794 eV
charge: 0

Each line ends with the Löwdin charge.
Positions of all 14 atoms, in Å:
N -0.634 0.443 0.191  -0.025
N 0.311 -1.828 1.489  -0.165
C 1.791 0.654 0.011  -0.066
C 0.530 -2.051 0.354  -0.350
C 0.429 0.442 -0.534  -0.151
C -1.936 -0.003 -0.284  -0.041
H 1.807 0.561 1.098  0.083
H -0.461 0.229 1.178  0.124
H 2.444 -0.116 -0.404  0.086
H 2.155 1.640 -0.306  0.093
H -1.981 -1.079 -0.074  0.081
H 0.288 0.395 -1.613  0.143
H -2.722 0.533 0.251  0.093
H -2.022 0.179 -1.357  0.094



Q:
Density functional theory data (ωB97M-V/def2-TZVPD) for C4H8N2 in the gas phase.

Output
HOMO energy: -7.206 eV
charge: 0

Each line ends with the Löwdin charge.
Positions of all 14 atoms, in Å:
N -2.334 -0.051 2.201  0.078
N -0.085 0.277 -0.394  -0.260
C 0.626 0.843 0.785  -0.026
C 0.847 -0.485 -1.257  -0.041
C -1.278 -0.586 -0.081  -0.186
C -1.852 -0.328 1.171  -0.377
H -0.389 1.081 -0.947  0.159
H 1.665 0.158 -1.585  0.097
H -1.067 -1.621 -0.324  0.056
H 1.428 1.507 0.447  0.096
H 0.286 -0.868 -2.112  0.101
H -0.096 1.384 1.399  0.090
H 1.022 0.006 1.359  0.109
H 1.228 -1.317 -0.663  0.104



We find P to be the most stable, with the next structure 3.4 kcal/mol higher.



P:
Density functional theory data (ωB97M-V/def2-TZVPD) for a 15-piece molecular cluster, H30O15 overall.

Output
HOMO energy: -8.407 eV
charge: 0

Each line ends with the Löwdin charge.
Positions of all 45 atoms, in Å:
O -4.226 -2.966 0.371  -0.106
O -1.196 -2.928 4.203  -0.059
O -2.859 1.961 2.681  -0.044
O 2.148 -0.330 -1.615  -0.090
O 4.414 -1.684 0.448  -0.058
O 0.322 -0.464 -0.072  -0.063
O -1.474 2.478 0.345  -0.066
O 1.235 1.767 -2.156  -0.190
O 1.280 3.168 -0.572  -0.059
O 1.300 1.197 -4.269  -0.077
O 3.652 2.454 -2.221  -0.026
O 0.423 1.258 4.138  -0.050
O -3.796 -1.289 1.109  -0.096
O -2.636 -2.180 -2.599  -0.052
O 1.629 -2.811 -0.267  -0.059
H 4.209 -2.596 0.211  0.023
H 1.893 -2.894 0.656  0.032
H 5.375 -1.639 0.395  0.029
H 2.579 0.420 -2.041  0.002
H -4.244 -2.438 -0.435  0.032
H -0.649 2.597 0.830  0.012
H 3.524 1.869 -1.465  0.051
H 0.501 1.926 -1.552  0.059
H -2.088 1.507 3.040  0.036
H -3.484 -3.568 0.240  0.050
H -2.896 2.787 3.176  0.062
H -0.155 -0.769 0.708  0.050
H 1.896 2.420 -1.899  -0.003
H 1.219 3.701 0.229  0.079
H 0.933 0.647 -4.971  0.032
H -0.701 -3.110 5.010  0.034
H 1.080 3.788 -1.283  0.093
H 1.209 -0.177 -1.765  0.003
H -2.567 -2.570 -3.478  0.040
H -3.861 -1.289 2.071  0.056
H -4.090 -0.407 0.854  0.052
H 0.732 -3.161 -0.287  0.034
H -0.246 1.451 4.804  0.030
H -3.377 -1.567 -2.672  0.035
H 1.108 1.918 4.294  0.041
H -1.841 -2.262 4.469  0.025
H -2.140 2.385 1.035  -0.020
H 4.103 3.221 -1.851  0.063
H -0.292 -0.622 -0.799  0.046
H 0.541 1.399 -3.710  0.018



Q:
Density functional theory data (ωB97M-V/def2-TZVPD) for a 15-piece molecular cluster, H30O15 overall.

Output
HOMO energy: -10.230 eV
charge: 0

Each line ends with the Löwdin charge.
Positions of all 45 atoms, in Å:
O -2.359 0.038 -1.509  -0.067
O 4.058 1.399 -0.221  -0.068
O -0.913 0.951 2.578  -0.025
O 2.655 -0.877 0.351  -0.043
O -2.054 -2.026 1.224  -0.025
O 0.205 -2.788 -0.622  -0.040
O 0.193 -0.023 -0.139  -0.057
O 0.187 2.521 -1.348  -0.038
O -3.238 0.550 1.093  -0.027
O 0.398 -1.637 2.196  -0.037
O 2.178 0.057 -2.708  -0.059
O -1.573 1.800 -3.615  -0.020
O -2.694 -2.651 -1.869  -0.064
O 2.090 0.658 2.657  -0.043
O 1.550 2.796 0.978  -0.030
H -2.779 1.337 0.818  0.052
H 0.539 -2.290 2.866  0.070
H 1.711 -0.800 0.242  -0.026
H 2.721 -0.505 -3.282  0.051
H 2.338 0.989 -2.992  0.051
H 1.517 3.562 1.550  0.071
H 2.976 0.486 2.384  0.030
H -1.810 -2.762 0.607  0.083
H 3.350 0.763 -0.167  -0.041
H 0.259 -3.479 0.024  0.026
H -2.912 0.063 -0.671  0.061
H -2.184 1.098 -3.629  -0.012
H 0.697 2.528 -2.127  0.021
H -2.962 0.106 -2.247  0.061
H -2.546 -1.728 -1.650  -0.036
H -1.131 1.789 -2.774  -0.020
H -1.443 0.344 3.070  0.031
H 2.961 -1.442 1.049  0.052
H 1.718 -0.208 2.438  -0.006
H -0.702 -0.044 -0.533  0.045
H -2.556 0.026 1.461  -0.034
H -2.150 -2.435 2.061  0.052
H -0.257 0.417 2.134  -0.019
H 0.050 -1.929 -0.181  -0.016
H -3.634 -2.872 -1.777  0.047
H 1.186 2.087 1.483  -0.001
H 3.611 2.174 0.133  0.004
H 0.693 3.051 -0.693  0.046
H -0.511 -1.815 1.969  -0.022
H 0.565 0.719 -0.611  0.024



R:
Density functional theory data (ωB97M-V/def2-TZVPD) for a 15-piece molecular cluster, H30O15 overall.

Output
HOMO energy: -9.133 eV
charge: 0

Each line ends with the Löwdin charge.
Positions of all 45 atoms, in Å:
O 2.313 -1.071 -0.741  -0.073
O 0.051 0.795 2.614  -0.026
O 0.793 0.945 -2.551  -0.068
O 2.875 1.974 1.250  -0.071
O -2.169 -1.567 0.965  -0.014
O 0.760 -2.309 2.594  -0.027
O -1.379 -2.172 -2.039  -0.054
O -0.203 0.395 -0.099  -0.058
O -1.441 3.163 -1.784  -0.077
O 2.749 -0.471 2.387  -0.058
O 0.058 -3.136 0.092  -0.056
O -4.107 -0.532 -0.611  -0.058
O 3.034 1.969 -1.440  -0.017
O 0.560 2.889 0.321  -0.078
O -2.792 1.681 0.025  -0.046
H 3.337 -1.204 2.222  0.047
H -0.245 0.590 1.738  -0.032
H 3.682 1.514 -1.897  0.010
H -0.725 -2.372 -2.733  0.081
H -0.480 3.248 -1.841  0.021
H 3.069 1.886 0.335  -0.036
H -0.758 -0.370 0.038  0.030
H -2.378 -2.461 1.184  0.065
H 0.322 -2.296 1.726  0.000
H 2.648 1.035 1.477  0.010
H 0.113 -2.105 3.221  0.023
H -3.203 0.930 -0.398  -0.022
H -3.733 -0.491 -1.515  0.071
H 2.196 1.730 -1.862  0.002
H 0.663 0.005 -0.092  0.036
H -0.613 1.380 2.995  0.057
H 1.333 2.638 0.850  -0.014
H -3.452 2.294 0.376  0.079
H 0.138 0.678 -1.848  0.034
H 1.902 -0.941 2.462  -0.010
H 2.549 -2.019 -0.810  0.062
H -0.342 -2.675 -0.640  -0.028
H 0.276 1.047 -3.357  0.068
H -1.973 -2.960 -1.974  0.091
H -1.651 2.398 -1.243  -0.039
H -2.466 -1.007 1.678  0.089
H -3.452 -1.014 -0.085  -0.014
H -0.723 -3.509 0.559  0.059
H 2.733 -0.573 -1.518  0.076
H 0.145 2.080 -0.017  -0.036



S:
Density functional theory data (ωB97M-V/def2-TZVPD) for H30O15 as an isolated structure.

Output
HOMO energy: -5.193 eV
charge: 0

Each line ends with the Löwdin charge.
Positions of all 45 atoms, in Å:
O 2.828 3.263 -0.744  -0.055
O -4.191 0.908 1.157  -0.043
O -1.873 -1.807 2.110  -0.089
O -2.223 1.831 -1.846  -0.010
O 0.775 1.755 2.179  -0.011
O 2.201 -1.295 0.003  -0.061
O -3.351 0.193 -0.651  -0.109
O 1.190 -0.015 -1.717  -0.039
O 4.471 -0.186 -0.441  -0.054
O 3.131 -1.969 2.935  -0.084
O -2.948 -3.509 -1.450  -0.095
O -0.612 0.369 -0.145  -0.089
O -0.410 3.424 0.161  -0.009
O 2.229 -2.715 -2.269  -0.078
O -2.175 -1.229 0.592  -0.232
H -0.237 1.248 0.125  0.047
H -2.573 -3.797 -0.589  0.029
H -2.737 -2.025 2.245  0.002
H 2.429 -2.908 -3.191  0.040
H -4.040 0.719 2.070  0.038
H -3.343 -2.631 -1.183  0.050
H -1.869 -0.447 1.062  0.059
H 1.716 -0.886 0.726  0.052
H 1.341 1.191 2.580  -0.020
H 5.272 -0.356 0.067  0.039
H 0.222 -0.093 -0.292  0.014
H -1.650 -1.200 -0.245  0.075
H -5.146 1.080 1.161  0.070
H -1.620 -2.646 1.677  0.085
H 2.168 -3.591 -1.742  0.104
H 3.915 -2.484 3.191  0.039
H 2.366 3.065 0.075  0.002
H -3.172 0.280 -1.514  -0.037
H -1.393 2.188 -1.739  -0.023
H -2.931 0.908 -0.175  0.019
H 4.067 -1.010 -0.620  -0.020
H 1.257 2.623 2.101  0.067
H -0.657 4.121 0.687  0.009
H -0.023 3.927 -0.595  0.079
H 1.826 -1.192 -0.823  -0.072
H 2.045 0.356 -1.797  0.059
H -2.421 2.192 -2.714  0.073
H 2.998 4.220 -0.633  0.052
H 0.574 0.617 -2.100  0.085
H 2.570 -2.489 2.311  0.043



We find R to be the most stable, with the next structure 3.8 kcal/mol higher.